Record 1
C3H5FO | wB97M-V/def2-TZVPD

Cartesian coordinates (Å):
C -0.066 -1.007 -0.783
C -0.342 0.317 -0.035
C 0.391 0.885 1.079
H 0.192 -0.751 -1.938
H 0.764 -1.534 -0.262
H -1.390 0.505 -0.326
H 1.022 0.432 1.929
H -0.163 1.901 1.427
O 0.777 1.102 -0.356
F -1.184 -1.849 -0.735

SMILES ... FC[C@H]1CO1
2S+1 ... 1
E_LUMO ... 1.02 eV
Gap between HOMO and LUMO ... 11.449 eV

=====

Record 2
C4H6F2 | wB97M-V/def2-TZVPD

Cartesian coordinates (Å):
C -1.502 1.275 -0.077
C -0.879 -0.094 0.066
C 0.323 -0.562 0.406
C 1.495 0.226 0.457
H -2.416 1.285 0.442
H -0.905 2.033 0.361
H -1.679 1.444 -1.149
H 0.378 -1.625 0.462
H 2.137 -0.011 1.334
H 1.275 1.254 0.506
F -1.826 -1.029 -0.189
F 2.335 -0.021 -0.597

SMILES ... C/C(F)=C\CF
2S+1 ... 1
E_LUMO ... 1.00 eV
Gap between HOMO and LUMO ... 10.803 eV

=====

Record 3
C7H12O | wB97M-V/def2-TZVPD

Cartesian coordinates (Å):
C 0.822 -0.183 0.040
C 1.372 -1.293 -0.812
C 1.834 0.729 0.680
C -0.425 0.465 -0.405
C -1.456 0.270 0.704
C -0.688 0.991 -1.592
C -2.753 -0.082 0.447
O -0.182 -0.943 1.314
H 0.160 -1.074 2.215
H -1.288 0.914 1.564
H 0.582 -1.986 -1.093
H 1.794 -0.874 -1.731
H 2.162 -1.832 -0.287
H 2.588 0.159 1.225
H 2.334 1.311 -0.101
H 1.357 1.434 1.359
H -1.708 1.270 -1.824
H 0.075 1.116 -2.348
H -3.019 -0.652 -0.431
H -3.561 0.259 1.076

2S+1 ... 1
E_LUMO ... 0.69 eV
Gap between HOMO and LUMO ... 8.164 eV

=====

Record 4
C4H6O5 | wB97M-V/def2-TZVPD

Cartesian coordinates (Å):
C 0.859 -0.078 -0.045
C -0.582 0.451 -0.048
C -1.367 0.057 -1.253
C 1.551 0.354 1.120
H 0.663 -1.584 -1.035
H 1.545 0.270 -0.752
H -0.340 1.470 0.073
H -1.163 -0.097 1.161
H -2.639 1.524 -0.873
H 0.425 -1.267 1.842
O 0.809 -1.480 -0.147
O -2.494 0.636 -1.600
O -0.914 -0.825 -2.060
O 1.096 -0.372 2.288
O 2.550 0.941 1.328

2S+1 ... 1
E_LUMO ... -0.26 eV
Gap between HOMO and LUMO ... 10.580 eV

=====

Record 5
C4H6OS2 | wB97M-V/def2-TZVPD

Cartesian coordinates (Å):
C 0.228 1.168 0.411
C 1.057 0.894 -0.807
C -0.309 0.335 -0.721
C -1.228 -1.683 0.152
H 1.297 -0.585 1.545
H -0.150 2.179 0.496
H 1.266 1.691 -1.520
H 1.867 0.175 -0.715
H -1.150 0.714 -1.313
H -1.757 -0.967 0.841
O -0.280 -1.100 -0.606
S 0.670 0.488 2.017
S -1.511 -3.309 0.220

SMILES ... S=CO[C@@H]1C[C@@H]1S
2S+1 ... 1
E_LUMO ... 0.24 eV
Gap between HOMO and LUMO ... 9.084 eV

=====

Record 6
H34N6O17S3 | wB97M-V/def2-TZVPD

Cartesian coordinates (Å):
N -2.611 -2.817 2.018
H -1.806 -2.250 2.399
H -3.501 -2.683 2.495
H -2.387 -3.798 2.214
H -2.748 -2.724 1.018
N 2.945 -2.391 -0.525
H 2.313 -2.388 0.306
H 3.905 -2.202 -0.239
H 2.629 -1.593 -1.159
H 2.844 -3.298 -0.962
N 0.754 -2.104 -3.788
H 0.688 -2.002 -4.805
H -0.244 -2.127 -3.537
H 1.242 -1.322 -3.262
H 1.097 -3.047 -3.635
N -0.416 0.426 0.376
H 0.271 -0.032 1.051
H -0.352 1.500 0.388
H -1.378 0.220 0.648
H -0.173 0.029 -0.526
N -2.364 1.138 3.802
H -2.335 1.937 3.070
H -1.585 0.484 3.605
H -3.269 0.695 3.724
H -2.111 1.522 4.709
N 2.409 3.690 -0.044
H 2.643 2.913 -0.727
H 2.893 4.580 -0.081
H 2.657 3.388 0.906
H 1.368 3.731 0.120
S -1.028 3.872 1.515
O -2.038 3.005 2.154
O -0.359 4.612 2.584
O -0.003 3.096 0.752
O -1.681 4.780 0.572
S 0.623 -2.053 2.779
O 0.407 -3.218 1.873
O 1.445 -2.428 3.891
O 1.222 -1.008 1.879
O -0.688 -1.481 3.236
S 2.019 0.967 -2.456
O 2.515 0.990 -3.835
O 2.996 1.704 -1.660
O 0.646 1.540 -2.384
O 1.928 -0.464 -2.011
O 3.769 -0.398 1.914
H 2.815 -0.689 1.913
H 3.974 -0.246 2.841
O -2.093 1.070 -1.838
H -1.209 1.371 -2.163
H -2.722 1.576 -2.366
O -0.591 0.608 -4.641
H -0.338 0.475 -3.715
H -0.253 1.486 -4.847
O -3.260 0.224 0.504
H -4.194 -0.016 0.521
H -3.090 0.467 -0.448
O -1.239 -2.747 -1.989
H -0.786 -3.602 -1.971
H -2.163 -2.966 -2.164

2S+1 ... 1
E_LUMO ... -1.60 eV
Gap between HOMO and LUMO ... 5.196 eV

=====

Record 7
C34H48MoN4O8PSSe4 | wB97M-V/def2-TZVPD

Cartesian coordinates (Å):
Mo -0.939 0.424 0.489
O -0.207 5.245 0.383
C -1.283 5.515 1.254
C -2.158 4.332 1.694
C -3.309 5.012 2.474
O -4.185 4.145 3.175
C -1.428 3.404 2.664
Se 0.066 2.323 2.008
C -2.805 3.585 0.525
Se -1.693 2.625 -0.763
H 0.123 4.351 0.570
H -1.921 6.248 0.744
H -0.914 5.997 2.173
H -3.881 5.629 1.767
H -2.880 5.682 3.226
H -4.205 3.286 2.740
H -2.122 2.712 3.130
H -0.995 4.005 3.468
H -3.379 4.292 -0.078
H -3.504 2.834 0.898
O -2.419 -1.636 -3.786
C -2.820 -2.875 -3.208
C -2.693 -2.950 -1.678
C -3.142 -4.370 -1.298
O -3.164 -4.644 0.093
C -3.616 -1.931 -1.001
Se -3.041 -0.037 -1.059
C -1.221 -2.751 -1.292
Se -0.940 -2.205 0.575
H -2.789 -0.927 -3.223
H -2.190 -3.648 -3.660
H -3.860 -3.094 -3.484
H -2.477 -5.087 -1.803
H -4.155 -4.541 -1.677
H -2.528 -4.058 0.535
H -3.773 -2.199 0.040
H -4.594 -1.948 -1.492
H -0.761 -2.012 -1.940
H -0.681 -3.690 -1.451
C -1.430 2.013 -4.932
C 0.054 2.310 -5.148
C 0.467 3.585 -4.418
C 0.944 1.124 -4.755
N 0.959 0.913 -3.314
C 0.009 0.398 -2.546
N 0.376 0.569 -1.299
N 1.578 1.188 -1.318
N 1.930 1.408 -2.524
H -2.036 2.824 -5.338
H -1.677 1.946 -3.869
H -1.735 1.082 -5.417
H 0.229 2.446 -6.221
H 0.234 3.526 -3.351
H -0.078 4.441 -4.820
H 1.538 3.782 -4.518
H 1.979 1.294 -5.045
H 0.595 0.201 -5.217
H -0.908 -0.065 -2.874
C -3.693 -1.434 3.257
S -2.374 -0.253 3.351
O -2.703 0.675 4.404
O -1.149 -1.011 3.493
O -2.445 0.414 2.000
H -3.744 -1.960 4.210
H -3.463 -2.125 2.447
H -4.622 -0.902 3.063
O 1.085 -0.077 1.194
P 2.223 -1.049 1.277
C 2.090 -2.291 2.561
C 1.570 -1.825 3.767
C 1.472 -2.684 4.850
C 1.903 -3.999 4.736
C 2.436 -4.459 3.538
C 2.531 -3.606 2.449
C 2.695 -1.833 -0.292
C 3.581 -1.149 -1.125
C 3.894 -1.646 -2.382
C 3.340 -2.843 -2.814
C 2.466 -3.537 -1.988
C 2.138 -3.032 -0.738
C 3.682 -0.092 1.756
C 4.854 -0.742 2.142
C 5.974 -0.006 2.490
C 5.925 1.384 2.458
C 4.759 2.031 2.077
C 3.635 1.296 1.722
H 1.198 -0.811 3.843
H 1.038 -2.327 5.774
H 1.818 -4.671 5.581
H 2.773 -5.485 3.448
H 2.961 -3.966 1.524
H 4.013 -0.210 -0.805
H 4.568 -1.091 -3.023
H 3.587 -3.235 -3.794
H 2.021 -4.466 -2.320
H 1.411 -3.543 -0.123
H 4.887 -1.826 2.179
H 6.882 -0.512 2.793
H 6.798 1.961 2.736
H 4.716 3.113 2.056
H 2.722 1.795 1.421

2S+1 ... 3
Net charge ... -1
E_LUMO (spin up / spin down) ... 2.19 / 2.19 eV
Gap between HOMO and LUMO (spin up / spin down) ... 6.172 / 6.204 eV

=====

Record 8
C42H43ClN2O3P3S2Sc | wB97M-V/def2-TZVPD

Cartesian coordinates (Å):
Sc 0.023 0.457 -1.521
C 0.766 -1.958 2.349
C 1.602 -0.677 2.457
P 0.920 0.701 3.510
C 0.023 -0.081 4.886
C -1.128 -0.876 4.816
C -1.687 -1.411 5.965
C -1.105 -1.173 7.204
C 0.034 -0.390 7.291
C 0.587 0.158 6.142
C -0.316 1.332 2.323
C -1.659 1.301 2.390
C -2.582 1.924 1.469
C -2.338 2.259 0.185
C -1.184 2.126 -0.660
C 0.403 2.206 1.333
C 0.760 -2.621 0.972
P -0.457 -1.907 -0.204
C -2.056 -1.987 0.639
C -3.064 -1.100 0.271
C -4.329 -1.200 0.831
C -4.592 -2.182 1.772
C -3.595 -3.076 2.145
C -2.336 -2.988 1.573
C -0.585 -3.119 -1.552
C -1.461 -2.823 -2.595
C -1.629 -3.708 -3.645
C -0.918 -4.901 -3.665
C -0.042 -5.202 -2.633
C 0.127 -4.315 -1.580
H -0.262 -1.770 2.641
H 1.141 -2.678 3.077
H 1.756 -0.232 1.464
H 2.605 -0.914 2.816
H -1.607 -1.088 3.870
H -2.581 -2.016 5.895
H -1.543 -1.597 8.098
H 0.493 -0.200 8.252
H 1.472 0.778 6.221
H -2.118 0.777 3.220
H -3.596 2.050 1.826
H -3.178 2.656 -0.382
H -1.130 2.886 -1.437
H 1.476 1.996 1.394
H 0.484 -3.672 1.078
H 1.747 -2.610 0.502
H -2.869 -0.324 -0.460
H -5.107 -0.510 0.530
H -5.579 -2.261 2.210
H -3.805 -3.853 2.868
H -1.578 -3.707 1.857
H -2.040 -1.903 -2.598
H -2.316 -3.468 -4.445
H -1.048 -5.595 -4.485
H 0.511 -6.131 -2.646
H 0.822 -4.580 -0.794
C -0.197 5.030 0.425
P 0.317 4.013 1.811
C -0.756 4.301 3.214
C 1.992 4.464 2.271
O 0.146 2.038 -0.067
H -0.019 6.077 0.674
H -1.256 4.880 0.224
H 0.381 4.774 -0.463
H -0.715 5.363 3.461
H -0.409 3.720 4.069
H -1.780 4.021 2.973
H 2.028 5.505 2.593
H 2.663 4.335 1.419
H 2.320 3.818 3.087
O 0.368 2.095 -3.270
S -0.238 1.080 -4.161
O -1.676 1.075 -4.081
N 0.364 -0.299 -3.556
C 1.056 -1.022 -4.494
S 1.824 -2.431 -4.226
C 1.069 -0.296 -5.803
C 1.646 -0.713 -6.990
C 1.556 0.124 -8.094
C 0.904 1.353 -8.028
C 0.316 1.781 -6.847
C 0.428 0.937 -5.760
H 2.149 -1.669 -7.040
H 1.999 -0.184 -9.032
H 0.850 1.977 -8.909
H -0.205 2.727 -6.787
Cl 5.165 2.943 -0.393
C 4.336 1.485 -0.780
C 5.015 0.284 -0.929
C 4.285 -0.848 -1.248
C 2.913 -0.750 -1.385
N 2.263 0.411 -1.223
C 2.967 1.515 -0.944
H 6.089 0.247 -0.807
H 4.776 -1.800 -1.397
H 2.312 -1.610 -1.666
H 2.418 2.445 -0.877

2S+1 ... 1
Net charge ... +2
E_LUMO ... -5.32 eV
Gap between HOMO and LUMO ... 7.442 eV